# 1
{"formula": "C31H39F9InN5O7P5S", "method": "ωB97M-V/def2-TZVPD", "species": ["In", "O", "P", "O", "O", "O", "P", "O", "O", "O", "H", "H", "N", "N", "C", "N", "S", "H", "H", "H", "H", "H", "C", "P", "C", "C", "C", "P", "C", "C", "H", "H", "H", "H", "H", "H", "H", "H", "H", "H", "H", "H", "H", "H", "H", "H", "F", "C", "F", "F", "C", "C", "C", "C", "C", "C", "P", "C", "C", "C", "C", "C", "C", "C", "F", "F", "F", "C", "C", "C", "C", "C", "C", "C", "F", "F", "F", "H", "H", "H", "H", "H", "H", "H", "H", "H", "H", "H", "H", "N", "C", "C", "N", "C", "H", "H", "H", "H"], "coordinates": [[0.738800, 1.470413, -0.925546], [-2.246440, 1.532088, -4.191454], [-0.860509, 1.803427, -3.469229], [0.307098, 1.331945, -4.225165], [-1.040119, 1.211380, -2.060021], [-0.864885, 3.409352, -3.300736], [0.516360, 4.144250, -2.810479], [-0.071789, 5.602624, -2.499321], [1.585622, 4.142535, -3.804969], [0.807720, 3.561023, -1.418999], [-2.210083, 1.765377, -5.130020], [0.151073, 6.207195, -3.221337], [2.154211, -0.740390, -0.452684], [3.484460, -0.443755, -0.761842], [3.669046, 0.209494, -1.921544], [4.889538, 0.176649, -2.464974], [2.417398, 1.005888, -2.750070], [2.101208, -1.131624, 0.480065], [1.887340, -1.452865, -1.181054], [4.162611, -1.155776, -0.519999], [5.660683, -0.318247, -2.050098], [5.049039, 0.719317, -3.297347], [-2.079390, 3.890791, -0.263591], [-0.841443, 2.953714, 0.685912], [-1.809089, 2.457039, 2.169523], [0.235644, 4.275693, 1.372172], [1.506269, 3.696621, 2.007694], [2.579770, 2.791195, 0.798541], [3.819840, 2.092019, 1.963072], [3.547682, 4.144739, 0.046528], [-2.600667, 4.582351, 0.398301], [-2.791405, 3.204648, -0.721182], [-1.583478, 4.447373, -1.049490], [-1.154075, 2.342667, 3.031658], [-2.309081, 1.505660, 1.990339], [-2.555425, 3.221946, 2.383564], [-0.346220, 4.830274, 2.112086], [0.492230, 4.939689, 0.547684], [1.241407, 2.986295, 2.798150], [2.096049, 4.497621, 2.460266], [4.136978, 2.850467, 2.679179], [4.684535, 1.755579, 1.391353], [3.401505, 1.242172, 2.503889], [3.951818, 4.785593, 0.830694], [2.906756, 4.715662, -0.621820], [4.363498, 3.727768, -0.543892], [0.168439, -1.069155, 6.993894], [-0.308674, 0.021737, 6.368022], [0.546866, 1.029264, 6.614744], [-1.474880, 0.336124, 6.951401], [-0.469520, -0.228487, 4.892246], [-1.535714, -1.000300, 4.447375], [-1.681236, -1.259228, 3.094886], [-0.767920, -0.738589, 2.181850], [0.297461, 0.031706, 2.642716], [0.455911, 0.283005, 3.997048], [-0.875993, -1.025565, 0.363722], [-2.693969, -1.105987, 0.131683], [-3.463685, -2.250330, 0.341447], [-4.829353, -2.217369, 0.120661], [-5.436230, -1.043386, -0.305004], [-4.688588, 0.107606, -0.494018], [-3.320114, 0.067669, -0.280674], [-6.908523, -1.065465, -0.612654], [-7.417297, 0.167848, -0.750330], [-7.148236, -1.725062, -1.763012], [-7.611602, -1.689392, 0.347258], [-0.408410, -2.800697, 0.325228], [-0.880926, -3.625501, -0.695284], [-0.406324, -4.916170, -0.835026], [0.564084, -5.390153, 0.037361], [1.035724, -4.589798, 1.066599], [0.543095, -3.302622, 1.209750], [1.170043, -6.745386, -0.192468], [0.310466, -7.605923, -0.753027], [1.636961, -7.298300, 0.933581], [2.224607, -6.644551, -1.044170], [-2.243869, -1.399658, 5.161275], [-2.511617, -1.862437, 2.755565], [0.998166, 0.452514, 1.927609], [1.284574, 0.875478, 4.361941], [-3.004168, -3.174150, 0.665771], [-5.425939, -3.105856, 0.280256], [-5.172611, 1.019558, -0.814167], [-2.718038, 0.940998, -0.487276], [-1.609839, -3.248274, -1.399136], [-0.778651, -5.556616, -1.623528], [1.780871, -4.973172, 1.750681], [0.903287, -2.684487, 2.023515], [2.599493, -3.430712, -4.577640], [1.557714, -2.616332, -4.936305], [1.237930, -1.912455, -3.815823], [2.069534, -2.281606, -2.784096], [2.876057, -3.192295, -3.278612], [3.086541, -4.068363, -5.183783], [1.148990, -2.592106, -5.930054], [0.467227, -1.171405, -3.691823], [3.645774, -3.714011, -2.733940]], "forces_ev_per_a": [[0.255, -0.272, 0.575], [-0.129, 0.149, 0.035], [-0.694, -0.282, -0.489], [-0.028, 0.016, -0.194], [0.259, 0.104, -0.061], [0.462, -0.128, 0.086], [0.022, 0.546, -0.134], [0.103, -0.007, -0.050], [-0.022, 0.069, -0.084], [-0.127, 0.111, -0.418], [-0.018, -0.077, 0.113], [-0.044, -0.049, 0.105], [-0.543, -0.082, -0.070], [0.433, 0.029, 0.322], [-0.161, 0.398, -0.326], [-0.057, 0.068, 0.073], [0.725, 0.042, -0.082], [0.143, -0.014, 0.062], [-0.266, 0.092, 0.351], [0.036, 0.003, -0.047], [0.005, -0.033, -0.015], [0.049, 0.008, 0.011], [0.101, -0.226, -0.071], [-0.341, 0.212, 0.602], [0.109, -0.049, -0.238], [0.057, -0.229, -0.064], [-0.137, -0.111, -0.290], [0.192, 0.119, 0.534], [-0.215, -0.077, -0.242], [-0.203, -0.187, -0.167], [-0.008, -0.034, 0.046], [-0.043, 0.049, 0.005], [-0.057, 0.071, -0.054], [-0.004, -0.029, 0.010], [-0.071, 0.045, 0.060], [0.007, 0.016, 0.020], [0.036, 0.043, -0.020], [-0.074, 0.056, 0.022], [0.056, 0.027, 0.023], [0.037, -0.080, 0.046], [0.023, 0.007, 0.000], [0.019, -0.047, 0.054], [0.036, -0.015, 0.022], [0.025, -0.010, 0.001], [0.022, 0.025, -0.004], [0.002, 0.004, -0.009], [-0.031, 0.055, -0.044], [0.051, 0.028, 0.181], [-0.031, -0.064, -0.038], [0.022, -0.045, -0.079], [0.058, 0.067, -0.007], [0.012, -0.022, -0.014], [0.073, 0.054, 0.107], [0.206, 0.124, -0.227], [-0.112, -0.163, 0.007], [0.043, -0.040, 0.066], [-0.585, -0.247, 0.521], [0.110, 0.118, -0.159], [-0.060, 0.059, 0.031], [-0.001, -0.044, 0.034], [0.041, 0.028, 0.022], [-0.100, -0.063, 0.058], [0.080, -0.036, -0.038], [-0.191, 0.019, -0.116], [0.047, -0.043, 0.039], [0.043, 0.034, 0.083], [0.077, 0.025, -0.001], [0.175, 0.086, -0.199], [0.152, 0.136, -0.130], [0.072, -0.105, 0.018], [-0.037, 0.017, 0.016], [0.006, -0.049, -0.053], [0.020, 0.039, 0.027], [0.226, -0.089, -0.243], [-0.018, 0.061, 0.088], [-0.055, 0.025, 0.008], [-0.117, 0.000, 0.127], [-0.029, 0.012, -0.005], [-0.034, 0.005, -0.016], [0.050, 0.016, 0.036], [0.002, 0.020, -0.011], [-0.018, 0.003, 0.015], [-0.007, -0.009, -0.017], [0.028, 0.005, -0.048], [-0.024, 0.020, -0.045], [-0.039, -0.011, -0.054], [-0.002, 0.037, -0.018], [-0.012, 0.009, 0.022], [0.012, -0.038, 0.055], [0.155, -0.035, -0.041], [-0.208, 0.171, 0.038], [-0.106, -0.154, -0.083], [0.032, -0.239, 0.028], [-0.046, -0.070, 0.076], [-0.002, -0.021, 0.046], [0.017, -0.046, -0.011], [0.060, 0.127, -0.060], [0.022, -0.037, -0.039]], "mulliken_charge": [1.253, -0.539, 0.027, -0.605, -0.096, -0.336, 0.558, -0.614, -0.635, -0.411, 0.324, 0.367, 0.260, -0.534, 0.522, -0.451, -0.301, 0.148, 0.422, 0.323, 0.171, 0.242, -1.204, 1.399, -1.158, -1.050, -0.944, 1.393, -1.492, -1.436, 0.580, 0.171, 0.259, 0.366, 0.129, 0.635, 0.692, 0.286, 0.121, 0.750, 0.490, 0.416, 0.280, 0.463, 0.321, 0.411, -0.254, 0.708, -0.274, -0.260, -0.055, -1.122, -0.579, -0.204, 1.791, -0.488, 2.238, -0.084, -0.247, -1.406, 0.194, -1.255, -0.268, 0.812, -0.270, -0.255, -0.262, 0.185, -0.711, -1.120, 0.110, -1.096, -0.456, 0.816, -0.267, -0.268, -0.253, 0.468, 0.501, -1.205, 0.458, 0.634, 0.455, 0.578, 0.045, 0.697, 0.472, 0.503, 0.440, -0.066, -0.739, -0.511, 0.041, -0.730, 0.205, 0.447, 0.420, 0.513], "homo_lumo_gap_ev": 8.53, "total_charge": 1, "e_lumo_ev": -2.73, "relative_energy_ev": 0.405, "total_energy_ha": -5199.299103, "multiplicity": 1}

---

# 2
{"formula": "C31H39N4O3SiTl", "method": "ωB97M-V/def2-TZVPD", "species": ["Tl", "O", "C", "C", "C", "C", "C", "C", "C", "N", "C", "C", "N", "C", "C", "C", "C", "C", "C", "C", "O", "H", "H", "H", "H", "H", "H", "H", "H", "H", "H", "H", "H", "H", "H", "C", "Si", "C", "C", "N", "C", "C", "C", "C", "C", "C", "H", "H", "H", "H", "H", "H", "H", "H", "H", "H", "H", "H", "H", "H", "O", "C", "C", "C", "C", "C", "C", "N", "H", "H", "H", "H", "H", "H", "H", "H", "H", "H", "H"], "coordinates": [[-0.370336, 1.327551, -0.951060], [2.344706, -0.766233, -3.096045], [2.289800, -2.000241, -3.324238], [3.459951, -2.848299, -3.254699], [3.406033, -4.198578, -3.485873], [2.196499, -4.842161, -3.810516], [1.051563, -4.071742, -3.886635], [1.062570, -2.695100, -3.657789], [-0.161577, -1.911736, -3.722377], [-1.328924, -2.411607, -3.841862], [-2.458052, -1.506178, -3.885638], [-3.344751, -1.655903, -2.653361], [-2.978221, -0.763051, -1.555597], [-3.628269, -0.962041, -0.484374], [-3.566860, -0.246268, 0.783275], [-4.069891, -0.930466, 1.895520], [-3.986496, -0.438717, 3.183444], [-3.361198, 0.804716, 3.369883], [-2.897648, 1.529801, 2.301863], [-3.016628, 1.074729, 0.946912], [-2.678239, 1.824958, -0.025986], [4.396297, -2.363979, -2.999071], [4.318468, -4.786434, -3.418968], [2.170479, -5.909887, -3.995040], [0.095807, -4.528126, -4.126829], [-0.010450, -0.827239, -3.656528], [-3.063412, -1.777106, -4.758694], [-2.157186, -0.452860, -3.984480], [-3.279133, -2.703986, -2.334810], [-4.385689, -1.456987, -2.938473], [-4.320393, -1.825297, -0.441706], [-4.523206, -1.905681, 1.728247], [-4.381876, -0.999537, 4.021632], [-3.241055, 1.194533, 4.376345], [-2.396433, 2.481274, 2.440733], [-0.751281, 6.029873, 1.235049], [0.091486, 4.883259, -0.024492], [1.452305, 5.969239, -0.797604], [-1.166750, 4.614719, -1.399677], [0.529835, 3.392077, 0.611141], [1.520426, 3.037188, 1.455512], [1.612791, 1.703424, 1.945944], [2.614767, 1.300091, 2.805484], [3.590397, 2.189620, 3.254617], [3.518734, 3.505708, 2.810441], [2.521652, 3.922358, 1.945958], [-1.045231, 6.983068, 0.783888], [-0.087101, 6.243613, 2.078216], [-1.648682, 5.549223, 1.633595], [1.013696, 6.836285, -1.301291], [2.022382, 5.398996, -1.536541], [2.160139, 6.339475, -0.051366], [-1.603527, 5.559859, -1.736477], [-1.975832, 3.968948, -1.044752], [-0.705591, 4.135845, -2.269291], [0.852323, 0.994806, 1.639825], [2.637627, 0.267629, 3.144323], [4.376013, 1.868857, 3.928241], [4.263625, 4.222638, 3.144844], [2.497210, 4.954657, 1.615739], [-0.395290, -0.747013, 0.855308], [-0.483139, -1.819531, 1.404948], [-0.078029, -2.028980, 2.839923], [1.268126, -2.809371, 2.765780], [2.065169, -2.635832, 1.447352], [1.645301, -3.539621, 0.267890], [0.291118, -3.195079, -0.364068], [-0.706240, -2.989281, 0.700015], [-0.838075, -2.591733, 3.386043], [0.044266, -1.056853, 3.313461], [1.087393, -3.877721, 2.924502], [1.898661, -2.475997, 3.592495], [3.113100, -2.853887, 1.665684], [2.030428, -1.588989, 1.132904], [1.623224, -4.580220, 0.619092], [2.409358, -3.477534, -0.511219], [-0.044258, -3.984299, -1.034218], [0.350259, -2.279129, -0.946880], [-0.759039, -3.792511, 1.312455]], "forces_ev_per_a": [[-0.124, 0.217, -0.025], [0.004, 0.031, 0.024], [-0.028, -0.030, -0.016], [0.013, -0.012, 0.012], [-0.062, -0.022, -0.027], [0.081, -0.043, 0.036], [-0.041, 0.053, 0.027], [0.097, -0.102, 0.034], [-0.086, 0.111, -0.070], [0.037, -0.098, 0.076], [0.038, -0.004, 0.012], [0.048, -0.063, -0.008], [-0.081, 0.183, -0.063], [-0.023, -0.209, 0.029], [0.103, 0.155, 0.114], [0.040, -0.055, -0.007], [0.037, 0.045, 0.021], [-0.037, -0.113, 0.006], [0.053, 0.053, -0.086], [-0.224, -0.080, 0.068], [0.367, -0.162, -0.072], [0.004, 0.018, -0.004], [0.008, 0.004, 0.009], [-0.019, 0.007, -0.003], [0.003, 0.012, 0.000], [-0.007, -0.003, 0.025], [0.044, 0.057, -0.043], [-0.010, -0.013, 0.012], [-0.078, -0.015, 0.012], [0.020, 0.045, 0.006], [-0.030, 0.016, -0.010], [0.010, 0.010, -0.019], [0.016, -0.006, 0.006], [0.004, 0.038, -0.011], [-0.029, 0.015, 0.003], [0.031, -0.074, 0.054], [-0.210, 0.333, 0.012], [0.099, -0.120, 0.033], [0.005, -0.084, 0.034], [0.028, -0.386, -0.234], [0.024, 0.102, 0.190], [-0.037, 0.046, -0.039], [0.025, 0.040, 0.026], [0.011, 0.007, 0.005], [0.027, -0.027, 0.021], [-0.038, -0.016, -0.056], [0.011, -0.001, -0.018], [0.000, -0.007, -0.009], [0.008, -0.005, -0.006], [-0.040, -0.009, -0.006], [0.004, 0.012, -0.002], [-0.010, 0.018, -0.025], [0.036, 0.025, 0.017], [0.007, -0.001, -0.006], [-0.017, 0.018, -0.016], [0.023, 0.011, 0.039], [-0.019, -0.012, -0.023], [-0.001, -0.006, -0.003], [-0.018, 0.022, -0.008], [0.030, 0.003, 0.033], [-0.078, 0.192, -0.044], [-0.045, -0.207, 0.111], [0.056, -0.026, -0.015], [0.020, 0.084, -0.057], [-0.071, -0.051, -0.015], [-0.042, 0.111, -0.030], [0.098, -0.048, 0.053], [-0.174, 0.022, -0.068], [0.019, -0.002, 0.029], [-0.022, 0.024, -0.022], [0.002, -0.005, -0.007], [-0.024, -0.016, 0.030], [0.001, 0.003, 0.007], [0.073, 0.009, 0.014], [0.017, -0.009, -0.003], [-0.015, -0.062, -0.036], [0.006, 0.022, -0.061], [-0.015, 0.016, -0.002], [0.067, 0.011, 0.031]], "mulliken_charge": [0.906, -0.825, 0.502, -0.762, -0.189, -0.604, -0.382, 0.090, -0.199, -0.413, -0.576, -0.926, 0.201, -1.093, 1.203, -0.524, -0.704, -0.483, -0.321, 0.241, -0.782, 0.343, 0.327, 0.345, 0.385, 0.358, 0.440, 0.259, 0.417, 0.356, 0.201, 0.245, 0.344, 0.353, 0.410, -1.111, 0.152, -1.218, -1.063, 0.169, -0.051, 0.266, -0.377, -0.643, -0.714, -0.080, 0.326, 0.334, 0.273, 0.321, 0.300, 0.348, 0.369, 0.205, 0.207, -0.024, 0.323, 0.348, 0.319, 0.124, -0.079, -0.550, -0.968, -0.807, -0.389, -0.521, -0.157, 0.023, 0.405, 0.396, 0.398, 0.490, 0.413, 0.058, 0.301, 0.164, 0.298, -0.106, 0.382], "homo_lumo_gap_ev": 6.09, "total_charge": -2, "e_lumo_ev": 4.50, "relative_energy_ev": 0.227, "total_energy_ha": -2111.495780, "multiplicity": 1}